DFT (ωB97M-V/def2-TZVPD) results for 2 unconnected molecules or ions with the total composition C2H4BrNO2 in a non-equilibrium geometry.

Calculated values
- Relative energy (zero: lowest compared OMol25 entry of this formula, charge and spin): 189.2 kJ/mol
- Frontier orbital gap: 9.6 eV
- Maximum force: 4.6 eV/A
- E_HOMO: -9.893 eV
- LUMO: -0.31 eV

Geometry as XYZ:
```
10
Properties=species:S:1:pos:R:3:mulliken_charge:R:1
C 0.204 -1.564 0.137 0.465
C -0.382 -0.111 0.232 -0.018
N -0.297 0.273 1.567 -0.341
O -0.585 -2.468 -0.320 -0.343
O 1.302 -1.748 0.603 -0.525
Br -2.328 0.018 -0.576 -0.280
H 0.557 0.819 -0.731 0.318
H -1.365 -1.977 -0.626 0.302
H -0.239 1.265 1.727 0.211
H -0.047 -0.312 2.338 0.212
```


DFT (ωB97M-V/def2-TZVPD) results for 2 unconnected molecules or ions with the total composition C3H4ClFO in a non-equilibrium geometry.

Calculated values
- Relative energy (zero: lowest compared OMol25 entry of this formula, charge and spin): 172.3 kJ/mol
- Frontier orbital gap: 10.7 eV
- SMILES: C=C(F)Cl.C=O
- Maximum force: 3.0 eV/A
- E_HOMO: -9.792 eV
- LUMO: 0.86 eV

Geometry as XYZ:
```
10
Properties=species:S:1:pos:R:3:mulliken_charge:R:1
C -0.617 1.079 0.292 -0.521
C -0.305 1.311 -0.974 0.399
F 0.840 0.939 -1.592 -0.235
Cl -1.348 2.287 -1.995 -0.174
H 0.192 0.745 1.000 0.279
H -1.684 1.273 0.398 0.239
C 0.323 -1.705 -1.305 -0.034
O -0.836 -1.591 -1.526 -0.358
H 0.856 -1.070 -0.689 0.152
H 0.906 -2.551 -1.753 0.254
```


DFT (ωB97M-V/def2-TZVPD) results for 6 unconnected molecules or ions with the total composition C23H31BF5NO16S in a non-equilibrium geometry.

Calculated values
- Frontier orbital gap: 9.7 eV
- SMILES: CC(C)CB(C[C@@H](C)O)N=C=S.O=C1OC[C@@H](F)O1.O=C1OC[C@@H](F)O1.O=C1OC[C@@H](F)O1.O=C1OC[C@@H](F)O1.O=C1OC[C@@H](F)O1
- Maximum force: 5.6 eV/A
- E_HOMO: -9.670 eV
- LUMO: 0.04 eV

Geometry as XYZ:
```
78
Properties=species:S:1:pos:R:3:mulliken_charge:R:1
C -3.454 3.296 0.938 -0.891
C -4.313 2.046 0.380 0.999
C -4.516 0.881 1.493 -1.291
C -3.817 1.495 -1.042 -1.033
B -2.313 0.896 -1.069 0.094
C -1.800 -0.307 -0.066 -0.425
C -0.741 0.194 1.022 0.043
C 0.799 -0.112 0.608 -0.917
O -0.794 1.629 1.289 -0.517
N -1.249 1.366 -2.062 -0.373
C -1.291 2.636 -2.199 0.419
S -1.284 4.236 -2.595 -0.266
H -2.452 3.433 0.416 0.067
H -4.023 4.287 0.787 0.255
H -3.300 3.152 2.071 0.199
H -5.374 2.464 0.207 0.481
H -5.349 1.123 2.233 0.289
H -3.530 0.759 2.077 0.306
H -4.667 -0.105 0.939 0.216
H -3.993 2.348 -1.798 0.209
H -4.514 0.642 -1.393 0.271
H -1.280 -1.063 -0.771 0.251
H -2.699 -0.861 0.362 0.214
H -0.925 -0.365 2.000 0.440
H 1.442 0.074 1.539 0.335
H 1.045 0.623 -0.239 0.206
H 0.821 -1.202 0.285 0.114
H -1.065 1.703 2.231 0.347
O -6.911 0.226 -0.390 -0.436
C -7.792 0.143 0.412 0.586
O -9.118 0.179 0.096 -0.338
C -9.831 -0.083 1.297 -0.496
C -8.844 0.314 2.349 0.294
F -8.988 -0.441 3.464 -0.281
O -7.599 0.007 1.754 -0.228
H -10.089 -1.145 1.342 0.291
H -10.749 0.503 1.345 0.273
H -8.872 1.375 2.615 0.307
O 5.298 -2.516 -1.362 -0.488
C 4.199 -2.493 -1.835 0.723
O 3.299 -1.496 -1.621 -0.318
C 2.181 -1.772 -2.453 0.073
C 2.297 -3.247 -2.668 0.360
F 1.825 -3.601 -3.888 -0.299
O 3.694 -3.464 -2.644 -0.320
H 2.271 -1.202 -3.382 0.276
H 1.247 -1.496 -1.961 -0.276
H 1.817 -3.854 -1.895 0.291
O 1.854 -3.772 2.023 -0.537
C 3.040 -3.923 2.050 0.606
O 3.822 -4.027 0.940 -0.237
C 5.171 -4.060 1.390 -0.258
C 5.025 -4.548 2.797 0.351
F 5.987 -4.029 3.595 -0.289
O 3.775 -4.018 3.193 -0.318
H 5.596 -3.055 1.334 0.272
H 5.774 -4.730 0.776 0.121
H 5.010 -5.637 2.896 0.298
O 11.270 -3.527 -2.709 -0.509
C 10.181 -4.014 -2.657 0.607
O 9.571 -4.639 -3.704 -0.309
C 8.361 -5.190 -3.202 -0.424
C 8.095 -4.335 -2.004 0.403
F 7.461 -5.041 -1.033 -0.322
O 9.391 -4.007 -1.546 -0.307
H 8.521 -6.241 -2.943 0.277
H 7.564 -5.129 -3.943 0.283
H 7.538 -3.420 -2.219 0.271
O 0.174 10.009 1.424 -0.503
C -0.224 8.929 1.109 0.613
O 0.409 8.108 0.225 -0.329
C -0.304 6.878 0.226 -0.141
C -1.658 7.294 0.709 0.324
F -2.248 6.303 1.419 -0.270
O -1.372 8.367 1.584 -0.294
H 0.187 6.175 0.904 0.240
H -0.334 6.440 -0.772 0.064
H -2.333 7.635 -0.082 0.278
```


DFT (ωB97M-V/def2-TZVPD) results for a molecular structure, C43H35BBrF2N2O8Ru in a non-equilibrium geometry.

Calculated values
- Relative energy (zero: lowest compared OMol25 entry of this formula, charge and spin): 60.7 kJ/mol
- Frontier orbital gap (alpha / beta): 4.2 / 6.5 eV
- Multiplicity: 6
- Maximum force: 1.6 eV/A
- E_HOMO (alpha / beta): -0.223 / -2.548 eV
- LUMO (alpha / beta): 4.00 / 3.99 eV
- Charge: -2
- <S²>: 8.8053

Geometry as XYZ:
```
93
Properties=species:S:1:pos:R:3:mulliken_spin:R:1
Ru -1.408 -0.649 1.321 3.175
O 0.539 -3.184 4.188 0.008
C -0.086 -2.357 3.526 -0.020
O -0.544 -2.563 2.363 0.074
C -0.360 -0.984 4.153 -0.070
C 0.179 -0.694 5.398 0.253
C -0.047 0.580 5.951 -0.028
C -0.732 1.498 5.212 0.122
C -1.258 1.148 3.931 0.137
N -1.113 -0.135 3.470 0.295
C -1.906 2.161 3.193 0.169
O -2.073 3.339 3.534 0.207
O -2.485 1.756 1.930 0.032
H 0.756 -1.454 5.899 0.013
H 0.327 0.818 6.941 0.003
H -0.917 2.503 5.559 0.029
C 2.890 0.019 -3.964 0.000
C 2.382 0.725 -2.701 -0.001
C 3.078 2.084 -2.525 0.000
O 2.617 -0.103 -1.587 -0.001
C 1.443 -0.173 -0.779 0.006
C 0.417 0.700 -1.519 0.002
O 0.996 0.906 -2.800 -0.001
C -1.014 0.093 -1.721 -0.030
O -1.769 0.205 -0.598 0.033
C -0.829 -1.342 -2.219 0.048
C -1.027 -2.424 -1.371 0.006
C -0.860 -3.718 -1.830 0.008
C -0.475 -3.946 -3.141 0.002
C -0.247 -2.872 -3.986 -0.001
C -0.427 -1.578 -3.530 -0.003
C -1.784 0.894 -2.776 0.028
C -1.555 2.241 -3.030 -0.001
C -2.361 2.942 -3.912 -0.002
C -3.412 2.315 -4.557 0.003
C -3.663 0.977 -4.294 0.001
C -2.862 0.281 -3.408 -0.003
C 1.686 0.240 0.707 -0.024
O 0.513 0.236 1.384 0.129
C 2.295 1.644 0.816 0.005
C 1.448 2.695 1.145 0.004
C 1.941 3.976 1.308 0.006
C 3.299 4.213 1.167 0.001
C 4.154 3.166 0.863 0.000
C 3.658 1.885 0.686 -0.001
C 2.668 -0.733 1.374 -0.022
C 2.889 -0.559 2.736 -0.002
C 3.713 -1.419 3.433 0.007
C 4.349 -2.458 2.774 0.002
C 4.142 -2.631 1.418 0.001
C 3.303 -1.777 0.720 0.004
H 3.957 -0.158 -3.869 0.000
H 2.691 0.643 -4.831 0.000
H 2.376 -0.931 -4.079 0.000
H 4.124 1.927 -2.288 0.000
H 2.605 2.624 -1.711 0.000
H 2.982 2.660 -3.440 0.000
H 1.110 -1.222 -0.751 -0.010
H 0.297 1.654 -0.983 -0.014
H -1.308 -2.240 -0.326 -0.024
H -1.025 -4.548 -1.158 0.002
H -0.341 -4.959 -3.499 0.000
H 0.068 -3.046 -5.008 0.000
H -0.259 -0.737 -4.187 0.000
H -0.746 2.757 -2.543 0.001
H -2.168 3.994 -4.095 0.000
H -4.037 2.864 -5.252 0.000
H -4.490 0.475 -4.783 0.000
H -3.080 -0.754 -3.191 0.002
H 0.403 2.475 1.306 -0.030
H 1.264 4.780 1.555 0.002
H 3.691 5.213 1.308 0.000
H 5.218 3.347 0.771 0.000
H 4.326 1.066 0.455 0.001
H 2.379 0.251 3.237 0.006
H 3.850 -1.288 4.497 -0.001
H 4.993 -3.138 3.316 0.000
H 4.619 -3.451 0.896 0.000
H 3.157 -1.920 -0.339 0.000
Br -4.574 -5.370 1.069 0.006
C -4.371 -3.484 0.796 -0.069
C -5.154 -2.869 -0.184 0.201
C -5.075 -1.464 -0.215 -0.078
C -4.235 -0.800 0.636 0.131
N -3.397 -1.427 1.520 0.063
C -3.542 -2.783 1.623 0.142
H -5.789 -3.434 -0.847 0.025
H -5.695 -0.907 -0.904 -0.001
H -4.200 0.279 0.659 0.022
H -2.952 -3.264 2.395 0.014
F -1.868 3.647 0.641 0.002
B -2.623 2.577 0.903 0.001
F -3.647 2.478 0.049 0.001
```